{
  "formula": "C10H30N10O20",
  "method": "wB97M-V/def2-TZVPD",
  "multiplicity": 1,
  "smiles": "C[N+](=O)[O-].C[N+](=O)[O-].C[N+](=O)[O-].C[N+](=O)[O-].C[N+](=O)[O-].C[N+](=O)[O-].C[N+](=O)[O-].C[N+](=O)[O-].C[N+](=O)[O-].C[N+](=O)[O-]",
  "gap_ev": 10.11,
  "de_lowest_kcal_mol": 9.2,
  "symbols": ["C", "N", "O", "O", "H", "H", "H", "C", "N", "O", "O", "H", "H", "H", "C", "N", "O", "O", "H", "H", "H", "C", "N", "O", "O", "H", "H", "H", "C", "N", "O", "O", "H", "H", "H", "C", "N", "O", "O", "H", "H", "H", "C", "N", "O", "O", "H", "H", "H", "C", "N", "O", "O", "H", "H", "H", "C", "N", "O", "O", "H", "H", "H", "C", "N", "O", "O", "H", "H", "H"],
  "coordinates": [[-4.501, 1.931, -0.463], [-5.612, 1.408, 0.379], [-6.207, 0.433, -0.011], [-5.867, 2.037, 1.386], [-4.274, 1.199, -1.227], [-3.674, 2.184, 0.190], [-4.884, 2.864, -0.874], [-0.649, -5.843, -0.804], [-1.322, -4.680, -0.177], [-2.450, -4.427, -0.543], [-0.729, -4.087, 0.700], [0.406, -5.600, -0.877], [-1.105, -6.000, -1.771], [-0.750, -6.718, -0.169], [3.651, 2.665, 0.512], [2.207, 2.442, 0.355], [1.546, 3.391, -0.010], [1.749, 1.367, 0.690], [3.918, 2.521, 1.556], [3.878, 3.685, 0.223], [4.229, 1.972, -0.093], [1.573, -0.452, 3.866], [1.706, 0.285, 5.143], [2.783, 0.814, 5.363], [0.756, 0.299, 5.883], [0.730, -1.122, 3.944], [2.513, -0.965, 3.695], [1.443, 0.238, 3.035], [-1.439, 3.913, -0.943], [-1.867, 4.939, 0.026], [-2.593, 4.583, 0.924], [-1.477, 6.071, -0.163], [-2.108, 3.993, -1.801], [-1.480, 2.928, -0.495], [-0.448, 4.158, -1.307], [-1.178, 0.474, -3.438], [-1.708, -0.773, -4.050], [-1.426, -1.817, -3.496], [-2.318, -0.676, -5.090], [-0.109, 0.293, -3.331], [-1.649, 0.662, -2.481], [-1.319, 1.273, -4.157], [0.236, -1.276, -0.442], [-0.640, -0.572, 0.533], [-0.515, -0.810, 1.711], [-1.495, 0.154, 0.053], [0.718, -0.547, -1.074], [-0.457, -1.911, -0.993], [0.909, -1.929, 0.096], [0.712, -4.070, -5.251], [0.780, -3.389, -3.930], [1.241, -2.267, -3.899], [0.366, -3.999, -2.972], [1.733, -4.335, -5.513], [0.313, -3.351, -5.959], [0.081, -4.942, -5.162], [5.069, -0.964, 2.204], [4.053, -1.139, 1.124], [4.258, -0.589, 0.065], [3.086, -1.822, 1.376], [4.821, -0.106, 2.820], [6.028, -0.835, 1.711], [5.074, -1.875, 2.792], [-1.237, 2.243, 2.609], [-0.471, 3.220, 3.411], [-0.201, 2.942, 4.556], [-0.155, 4.255, 2.853], [-1.078, 1.234, 2.969], [-0.885, 2.315, 1.585], [-2.293, 2.501, 2.627]],
  "atomic_forces_ev_per_a": [[-0.21, 0.37, 0.09], [0.08, 0.31, 0.20], [-0.12, -0.28, -0.10], [0.05, -0.11, -0.04], [0.07, -0.03, 0.01], [0.09, -0.19, 0.05], [0.04, -0.08, -0.16], [0.47, -0.05, -0.16], [-0.49, -0.32, 0.23], [0.09, 0.08, -0.10], [0.25, 0.13, 0.03], [-0.03, 0.05, -0.11], [0.00, -0.04, -0.05], [-0.28, 0.14, 0.16], [1.02, 0.25, 0.00], [-0.34, 0.46, 0.51], [-0.07, -0.24, -0.27], [0.07, -0.22, -0.13], [-0.23, -0.10, 0.05], [-0.17, 0.03, -0.04], [-0.32, -0.21, -0.04], [0.22, -0.16, -0.26], [0.16, 0.06, -0.12], [0.03, 0.08, -0.05], [-0.13, 0.02, 0.21], [-0.04, -0.05, -0.04], [-0.07, -0.20, 0.12], [-0.16, 0.23, 0.21], [0.16, -0.09, -0.82], [0.31, 0.24, 0.01], [-0.34, -0.09, 0.22], [-0.07, -0.02, 0.01], [-0.18, -0.07, 0.16], [-0.03, 0.00, 0.09], [0.10, 0.03, 0.26], [0.53, 0.13, -0.45], [0.26, -0.02, 0.07], [-0.38, 0.06, 0.07], [-0.20, -0.04, -0.12], [-0.09, 0.00, 0.27], [-0.04, -0.17, 0.11], [-0.25, 0.05, 0.08], [-0.43, -0.73, 0.26], [0.01, -0.34, -0.30], [0.00, 0.18, -0.01], [-0.01, 0.34, 0.14], [0.07, 0.09, -0.04], [0.08, 0.20, -0.34], [0.25, 0.29, 0.11], [0.05, 0.23, -0.09], [-0.07, 0.12, -0.21], [0.16, -0.11, -0.04], [0.03, -0.14, 0.38], [-0.01, 0.00, -0.04], [0.04, 0.00, -0.02], [-0.03, -0.06, 0.08], [0.41, -0.41, -0.18], [0.06, 0.10, 0.21], [0.08, 0.17, -0.18], [-0.16, -0.13, 0.07], [-0.21, 0.07, -0.07], [-0.03, 0.16, 0.04], [-0.13, 0.05, 0.09], [-0.11, -0.46, -0.51], [0.06, 0.27, -0.22], [0.01, -0.14, 0.21], [0.04, -0.03, 0.00], [0.00, 0.10, 0.29], [0.07, 0.09, 0.01], [0.02, 0.16, 0.21]],
  "nbo_charge": [-0.489, 0.536, -0.368, -0.380, 0.225, 0.241, 0.232, -0.482, 0.537, -0.365, -0.391, 0.235, 0.236, 0.233, -0.496, 0.543, -0.364, -0.407, 0.239, 0.239, 0.250, -0.488, 0.534, -0.413, -0.345, 0.245, 0.221, 0.241, -0.493, 0.540, -0.381, -0.366, 0.225, 0.229, 0.246, -0.496, 0.541, -0.395, -0.368, 0.237, 0.249, 0.228, -0.486, 0.557, -0.367, -0.436, 0.229, 0.251, 0.251, -0.481, 0.552, -0.387, -0.388, 0.235, 0.241, 0.233, -0.494, 0.543, -0.388, -0.373, 0.247, 0.234, 0.237, -0.496, 0.532, -0.367, -0.391, 0.241, 0.221, 0.250]
}

{
  "formula": "C10H30O5P2SSiTc",
  "method": "wB97M-V/def2-TZVPD",
  "multiplicity": 4,
  "gap_ev": [7.54, 7.84],
  "de_lowest_kcal_mol": 27.0,
  "symbols": ["Tc", "Si", "P", "P", "H", "C", "H", "H", "H", "C", "H", "H", "H", "C", "H", "H", "H", "C", "H", "H", "H", "C", "H", "H", "H", "C", "H", "H", "H", "C", "H", "H", "H", "H", "H", "C", "O", "C", "H", "H", "H", "C", "H", "H", "H", "O", "S", "O", "O", "O"],
  "coordinates": [[0.248, -0.046, 0.265], [-0.262, -2.342, -0.058], [2.358, -0.455, 0.605], [-2.269, -0.091, 0.702], [1.002, 0.282, -0.957], [3.175, 1.146, 0.851], [4.238, 0.918, 0.773], [2.880, 1.519, 1.834], [2.844, 1.850, 0.083], [3.114, -1.257, -0.804], [4.180, -1.265, -0.543], [2.921, -0.676, -1.702], [2.704, -2.265, -0.927], [2.634, -1.384, 2.080], [3.644, -1.785, 1.964], [1.891, -2.189, 2.191], [2.540, -0.716, 2.953], [-2.969, 1.567, 1.058], [-4.056, 1.548, 1.030], [-2.571, 2.255, 0.277], [-2.596, 1.884, 2.032], [-3.337, -0.598, -0.683], [-4.377, -0.424, -0.383], [-3.185, -1.658, -0.945], [-3.079, 0.036, -1.547], [-2.869, -1.028, 2.143], [-3.959, -1.204, 2.027], [-2.664, -0.457, 3.062], [-2.342, -1.981, 2.205], [-0.335, -2.687, -1.926], [0.519, -2.284, -2.520], [-1.274, -2.359, -2.427], [-0.288, -3.799, -1.947], [0.892, -3.088, 0.570], [-1.519, -2.873, 0.567], [-0.064, 1.985, -2.235], [-0.914, 2.150, -1.359], [0.963, 3.087, -2.374], [1.408, 3.196, -3.336], [1.799, 2.957, -1.570], [0.373, 3.993, -2.071], [-0.315, 1.242, -3.531], [-1.291, 1.652, -3.932], [-0.452, 0.139, -3.368], [0.462, 1.336, -4.281], [-0.104, -0.648, 3.297], [0.006, 0.795, 3.408], [1.360, 1.275, 3.883], [0.047, 1.248, 1.630], [-1.111, 1.497, 3.936]],
  "atomic_forces_ev_per_a": [[-6.60, 1.74, 2.88], [0.59, -0.52, -0.42], [1.07, 0.20, -0.09], [-0.80, 0.31, 0.11], [1.85, 0.40, -3.06], [0.14, -0.51, -0.22], [0.25, 0.54, 0.15], [0.09, -0.03, -0.02], [0.24, -0.12, 0.10], [0.93, -0.20, 0.44], [0.06, -0.42, -0.61], [0.14, 0.02, 0.06], [0.23, 0.15, 0.08], [0.36, -0.56, 0.72], [0.06, -0.20, 0.52], [0.47, 0.32, -0.10], [0.14, -0.22, -0.35], [1.03, 0.37, -0.78], [-0.05, -0.10, 0.05], [-0.43, -0.38, 0.66], [-0.07, 0.05, -0.04], [0.06, -0.22, -0.23], [0.12, -0.13, -0.23], [-0.12, 0.40, 0.08], [-0.18, -0.25, 0.28], [-0.30, -0.18, 0.15], [0.55, 0.11, 0.11], [-0.10, -0.20, -0.43], [-0.21, 0.11, 0.14], [0.03, -0.81, -0.36], [-0.52, -0.28, 0.59], [0.55, -0.21, 0.47], [-0.10, 0.54, -0.52], [-0.43, -0.35, -0.35], [0.33, -0.03, -0.24], [-1.33, 2.55, -1.08], [0.89, -1.67, -0.44], [0.91, 0.36, 3.13], [0.25, -0.05, -0.63], [-1.39, 0.31, -1.42], [0.88, -0.61, -0.37], [-1.35, -1.72, 0.30], [1.06, -0.47, 0.38], [-0.12, 0.92, -0.02], [0.14, 0.28, 0.11], [-0.13, 0.01, -0.12], [4.25, 1.21, -1.14], [-3.00, -1.15, -1.33], [0.37, 0.41, 3.08], [-0.81, 0.27, 0.02]],
  "nbo_charge": [0.366, 0.709, 1.239, 1.022, -0.042, -0.952, 0.226, 0.300, 0.238, -0.964, 0.228, 0.249, 0.261, -1.002, 0.230, 0.281, 0.307, -0.945, 0.222, 0.263, 0.279, -0.957, 0.231, 0.241, 0.246, -0.952, 0.226, 0.281, 0.254, -1.108, 0.233, 0.238, 0.235, -0.192, -0.172, 0.610, -0.578, -0.728, 0.221, 0.239, 0.260, -0.736, 0.258, 0.246, 0.226, -1.002, 2.515, -0.972, -0.930, -0.948]
}

{
  "formula": "C10H30O5S4",
  "method": "wB97M-V/def2-TZVPD",
  "multiplicity": 1,
  "gap_ev": 9.28,
  "de_lowest_kcal_mol": 0.0,
  "symbols": ["C", "C", "O", "H", "H", "H", "H", "H", "H", "C", "S", "O", "C", "H", "H", "H", "H", "H", "H", "C", "S", "O", "C", "H", "H", "H", "H", "H", "H", "C", "S", "O", "C", "H", "H", "H", "H", "H", "H", "C", "S", "O", "C", "H", "H", "H", "H", "H", "H"],
  "coordinates": [[0.321, 4.498, -2.294], [1.033, 5.755, -2.519], [1.715, 5.584, -3.695], [0.972, 3.532, -2.068], [-0.115, 4.294, -3.290], [-0.608, 4.616, -1.912], [1.721, 5.892, -1.652], [0.414, 6.721, -2.577], [2.236, 6.201, -3.778], [-3.693, 0.900, -1.300], [-2.039, 0.082, -1.612], [-1.685, 0.490, -3.058], [-0.937, 0.957, -0.582], [-3.695, 2.000, -1.662], [-3.650, 0.896, -0.225], [-4.477, 0.358, -1.591], [-0.104, 0.289, -0.444], [-1.243, 1.161, 0.420], [-0.654, 1.799, -0.913], [1.187, -2.043, -2.803], [2.952, -2.097, -3.055], [3.423, -1.019, -2.157], [3.273, -3.540, -2.100], [0.984, -2.992, -3.338], [0.692, -1.232, -3.180], [0.862, -1.929, -1.700], [4.293, -3.720, -1.542], [3.076, -4.517, -2.654], [2.708, -3.618, -1.291], [-3.813, -0.670, 2.581], [-4.015, -2.312, 3.161], [-3.458, -3.198, 2.137], [-2.633, -2.247, 4.300], [-4.657, -0.590, 1.718], [-2.831, -0.299, 2.143], [-4.153, -0.022, 3.319], [-2.657, -3.067, 5.049], [-2.665, -1.256, 4.900], [-1.686, -2.065, 4.012], [2.776, -1.511, 3.812], [1.396, -1.811, 2.710], [0.458, -0.566, 2.858], [2.365, -1.426, 1.158], [2.281, -1.419, 4.756], [3.230, -0.519, 3.644], [3.725, -2.197, 3.754], [3.055, -2.236, 0.954], [2.784, -0.485, 1.221], [1.534, -1.422, 0.389]],
  "atomic_forces_ev_per_a": [[1.23, -2.92, -2.84], [0.29, 1.75, 2.07], [-7.05, -9.55, 0.02], [-1.48, 2.34, 0.04], [0.66, -0.45, -0.25], [-2.52, 0.05, 2.96], [-0.05, 0.30, -0.49], [0.22, -1.49, 0.24], [8.69, 9.95, -1.76], [4.62, 3.68, 1.42], [-1.72, 0.38, -3.30], [-0.04, -0.75, 1.97], [-1.27, -5.17, 3.12], [0.08, -1.97, 0.36], [-0.49, 0.27, 0.70], [-2.81, -2.26, -1.64], [0.53, -0.18, -0.21], [-0.88, -0.27, 0.84], [2.10, 6.23, -3.21], [0.48, -2.87, 1.89], [0.05, 1.49, 1.00], [0.99, 0.98, 0.07], [3.59, -3.64, -1.84], [-1.24, 0.37, 0.64], [-0.74, 2.11, -2.02], [0.98, -1.12, -1.44], [-1.25, 1.14, -2.02], [0.30, 1.29, 0.27], [-3.29, 0.26, 3.44], [-1.27, 0.84, -4.23], [2.13, -0.18, 0.68], [-0.50, -1.12, -1.38], [-2.96, 1.64, 4.49], [2.01, -0.13, 1.76], [-0.97, -1.07, 0.74], [-0.50, 1.32, 1.50], [-0.15, 0.41, -0.68], [-0.85, -1.43, -0.33], [3.17, -0.25, -2.57], [2.21, 0.23, -0.16], [-0.29, 2.75, -1.28], [1.62, -2.35, -0.01], [-3.28, -2.50, -0.33], [0.20, -0.49, 0.97], [-0.59, -0.16, -0.33], [-2.34, 0.61, 0.22], [0.20, 0.03, -0.06], [0.98, 1.91, 0.30], [1.20, 0.00, 0.66]],
  "nbo_charge": [-0.654, -0.071, -0.684, 0.224, 0.228, 0.216, 0.148, 0.153, 0.440, -0.762, 1.200, -0.980, -0.821, 0.235, 0.206, 0.222, 0.239, 0.242, 0.225, -0.823, 1.297, -1.015, -0.870, 0.218, 0.260, 0.224, 0.262, 0.230, 0.217, -0.866, 1.312, -0.996, -0.852, 0.227, 0.249, 0.225, 0.232, 0.218, 0.247, -0.849, 1.178, -0.982, -0.752, 0.240, 0.237, 0.248, 0.223, 0.232, 0.224]
}

What is the formula in the first record? C10H30N10O20